(1)
C26H70AgN5O9 | ωB97M-V with the def2-TZVPD basis set

Geometry as XYZ:
```
111
Properties=species:S:1:pos:R:3
Ag -1.641 5.639 0.275
C -0.675 -0.529 -2.110
C -0.829 0.840 -1.398
O -1.707 1.122 -0.550
O -0.052 1.704 -1.751
H -0.684 -0.300 -3.176
H -1.480 -1.208 -1.827
H 0.307 -0.924 -1.850
C 1.885 -9.952 -1.094
C 2.267 -10.176 0.431
C 2.834 -8.864 1.078
O 1.931 -7.785 0.812
C 2.527 -6.604 1.283
N 1.032 -10.521 1.139
H 2.820 -9.861 -1.648
H 1.426 -8.988 -1.316
H 1.191 -10.760 -1.324
H 3.059 -10.914 0.562
H 3.842 -8.594 0.763
H 2.963 -8.966 2.156
H 3.151 -6.307 0.440
H 3.064 -6.691 2.227
H 1.762 -5.873 1.544
H 1.315 -10.667 2.097
H 0.358 -9.773 1.221
C 0.462 -0.126 6.958
C -0.782 -0.056 7.786
C -0.533 0.541 9.178
O 0.403 -0.275 9.866
C 0.388 -0.077 11.298
N -1.795 0.733 7.085
H 0.925 0.860 6.912
H 0.305 -0.473 5.937
H 1.292 -0.712 7.353
H -1.097 -1.073 8.021
H -1.543 0.662 9.570
H -0.160 1.564 9.126
H 0.968 -0.801 11.870
H -0.636 -0.363 11.540
H 0.740 0.863 11.722
H -2.231 0.282 6.294
H -2.603 0.865 7.676
C -1.762 6.757 6.164
C -1.241 6.546 4.778
C 0.297 6.106 4.673
O 0.696 5.963 3.282
C 1.992 5.450 3.088
N -2.121 5.652 4.083
H -1.147 7.466 6.719
H -1.742 5.807 6.698
H -2.816 7.034 6.132
H -1.257 7.468 4.196
H 0.578 5.125 5.056
H 0.897 6.923 5.073
H 2.680 5.850 3.832
H 2.308 5.784 2.099
H 1.839 4.372 3.052
H -2.983 5.730 4.604
H -1.901 4.768 4.521
C 4.671 3.106 -9.403
C 4.741 2.880 -7.889
C 5.751 3.822 -7.271
O 6.944 3.072 -7.296
C 8.041 3.728 -6.538
N 3.351 3.086 -7.386
H 5.679 3.016 -9.807
H 4.255 4.075 -9.681
H 4.148 2.295 -9.909
H 4.920 1.814 -7.748
H 5.406 4.052 -6.262
H 5.866 4.735 -7.855
H 8.945 3.132 -6.660
H 7.876 3.767 -5.461
H 8.303 4.663 -7.033
H 2.856 2.208 -7.324
H 3.296 3.334 -6.408
C -7.107 0.400 -7.252
C -6.812 1.167 -6.032
C -6.958 0.426 -4.690
O -8.253 -0.300 -4.649
C -9.314 0.635 -4.379
N -5.442 1.789 -6.242
H -6.240 -0.119 -7.661
H -7.491 1.041 -8.046
H -7.878 -0.358 -7.113
H -7.445 2.053 -6.081
H -6.932 1.050 -3.796
H -6.203 -0.353 -4.584
H -10.176 0.009 -4.607
H -9.319 1.383 -5.172
H -9.575 1.129 -3.443
H -5.504 2.372 -7.065
H -4.834 1.053 -6.571
C -5.237 -3.548 2.250
C -6.096 -2.425 1.636
O -5.657 -1.234 2.208
H -4.852 -3.469 3.266
H -4.549 -3.830 1.452
H -5.969 -4.334 2.434
H -7.161 -2.555 1.827
H -5.877 -2.352 0.571
H -5.015 -0.901 1.577
C 7.737 -1.105 -1.734
C 6.397 -0.547 -1.337
O 6.191 0.796 -1.681
H 8.510 -0.533 -1.221
H 7.854 -1.322 -2.795
H 7.704 -2.109 -1.309
H 6.393 -0.563 -0.247
H 5.623 -1.238 -1.669
H 5.349 0.847 -2.139
```

Results
Charge ... +1
Orbital gap (alpha / beta) ... 3.8 / 3.8 eV
Energy relative to the best compared isomer or geometry (same formula, charge and spin) ... 805.9 kJ/mol
Multiplicity ... 2
HOMO level (alpha / beta) ... -10.211 / -10.211 eV
<S²> ... 0.759

Mulliken population analysis, charges in e, atoms 1 to 4: 0.95, -0.79, 0.78, -0.42

=====

(2)
C26H70Br2F3NO21S | ωB97M-V with the def2-TZVPD basis set

Geometry as XYZ:
```
124
Properties=species:S:1:pos:R:3
C -3.391 8.764 -1.542
C -3.774 7.705 -0.455
O -3.616 6.380 -0.984
C -4.749 6.013 -1.778
C -4.214 5.122 -2.908
C -5.169 4.159 -3.660
C -4.218 3.421 -4.654
O -4.280 1.991 -4.563
N -3.130 1.476 -5.182
O -2.838 0.467 -4.671
O -5.943 5.080 -4.515
S -7.336 5.497 -3.789
O -7.360 6.845 -3.332
O -8.497 5.298 -4.591
O -7.148 4.483 -2.527
C -6.281 3.368 -2.948
C -5.929 2.477 -1.735
C -4.509 2.566 -1.152
O -3.495 1.920 -1.880
C -4.580 1.836 0.230
F -3.348 1.624 0.710
F -5.112 0.607 0.062
F -5.324 2.468 1.120
C -7.293 2.634 -3.915
Br -6.975 2.402 -5.810
C -8.458 2.159 -3.518
C -9.424 1.456 -4.473
Br -9.131 2.304 -1.724
H -2.462 9.286 -1.293
H -3.281 8.217 -2.503
H -4.253 9.453 -1.677
H -3.086 7.786 0.397
H -4.819 7.823 -0.128
H -5.398 5.423 -1.103
H -5.258 6.905 -2.160
H -3.378 4.529 -2.499
H -3.746 5.771 -3.667
H -4.531 3.707 -5.673
H -3.194 3.797 -4.548
H -6.233 1.450 -1.969
H -6.599 2.792 -0.920
H -4.180 3.580 -0.880
H -3.441 0.978 -1.661
H -10.239 1.004 -3.896
H -9.777 2.139 -5.250
H -8.863 0.616 -4.909
C -0.236 8.439 -4.201
O -1.584 8.082 -3.912
H -0.002 9.354 -3.663
H 0.442 7.647 -3.877
H -0.113 8.612 -5.274
H -1.774 7.271 -4.396
C -0.040 -0.420 0.824
O -1.377 -0.560 0.358
H 0.430 -1.402 0.819
H 0.519 0.249 0.165
H -0.041 -0.026 1.843
H -1.780 0.314 0.368
C 1.146 -4.389 1.956
O -0.195 -4.522 1.485
H 1.615 -5.370 1.952
H 1.706 -3.720 1.297
H 1.146 -3.994 2.972
H -0.594 -3.646 1.495
C 3.616 -4.157 5.207
O 3.404 -3.603 3.911
H 2.917 -4.978 5.350
H 4.640 -4.534 5.287
H 3.442 -3.397 5.973
H 4.030 -2.879 3.802
C 6.386 -6.960 3.799
O 5.043 -7.079 3.324
H 6.849 -7.941 3.786
H 6.951 -6.286 3.148
H 6.383 -6.576 4.820
H 4.655 -6.197 3.344
C 6.378 -6.960 7.824
O 6.685 -7.950 6.844
H 7.307 -6.569 8.224
H 5.815 -6.143 7.366
H 5.795 -7.402 8.636
H 5.848 -8.282 6.502
C -12.866 3.520 -3.591
O -11.782 3.584 -4.510
H -13.451 2.629 -3.811
H -12.490 3.458 -2.566
H -13.503 4.402 -3.695
H -11.274 4.377 -4.301
C -5.431 12.450 -0.232
O -5.853 11.224 -0.818
H -4.475 12.284 0.259
H -5.311 13.215 -1.003
H -6.162 12.787 0.507
H -6.699 11.387 -1.248
C 8.240 -8.833 1.152
O 8.510 -9.168 2.512
H 8.621 -7.835 0.958
H 8.738 -9.542 0.486
H 7.161 -8.848 0.970
H 8.166 -10.054 2.662
C 8.817 -7.830 -2.806
O 8.956 -7.068 -1.605
H 9.606 -8.578 -2.835
H 7.845 -8.331 -2.819
H 8.908 -7.180 -3.674
H 8.250 -6.414 -1.600
C 9.453 -6.569 -7.094
O 9.740 -7.163 -5.831
H 8.407 -6.752 -7.329
H 9.630 -5.492 -7.054
H 10.078 -7.016 -7.872
H 10.668 -6.993 -5.639
C 6.756 -3.036 9.583
O 7.217 -4.262 9.032
H 5.682 -2.965 9.419
H 6.958 -3.004 10.657
H 7.250 -2.192 9.093
H 8.171 -4.308 9.186
C 9.936 -6.085 7.443
O 9.940 -5.208 8.572
H 9.131 -5.784 6.777
H 10.888 -6.014 6.911
H 9.770 -7.114 7.765
H 10.657 -5.488 9.150
```

Results
Orbital gap ... 9.3 eV
HOMO level ... -9.449 eV

Mulliken population analysis, charges in e, atoms 1 to 4: -0.45, -0.44, -0.39, -1.25

=====

(3)
C26H70N2O10 | ωB97M-V with the def2-TZVPD basis set

Geometry as XYZ:
```
108
Properties=species:S:1:pos:R:3
C 1.708 -4.409 1.116
C 0.820 -3.180 0.747
C 1.748 -2.044 0.312
C -0.124 -3.582 -0.352
C -1.263 -4.467 0.108
C -2.022 -3.878 1.287
C -1.080 -3.475 2.438
C -1.776 -2.605 3.526
C -0.594 -4.773 3.126
N 0.044 -2.622 1.908
O 0.980 -2.454 2.987
H 1.068 -5.286 1.166
H 2.544 -4.636 0.449
H 2.095 -4.240 2.125
H 2.232 -2.226 -0.656
H 1.102 -1.152 0.234
H 2.521 -1.938 1.070
H -0.557 -2.713 -0.866
H 0.467 -4.019 -1.167
H -1.938 -4.658 -0.733
H -0.822 -5.408 0.446
H -2.730 -4.639 1.634
H -2.631 -3.053 0.888
H -2.690 -3.031 3.953
H -1.901 -1.643 3.053
H -1.068 -2.518 4.356
H 0.343 -4.583 3.653
H -0.445 -5.586 2.432
H -1.216 -5.135 3.947
H 1.193 -1.481 2.985
C -6.021 -0.289 -0.091
C -4.653 0.428 -0.438
C -4.777 1.815 0.064
C -3.475 -0.223 0.262
C -2.109 0.347 -0.206
C -2.065 0.183 -1.738
C -3.156 0.867 -2.451
C -3.047 2.376 -2.290
C -3.121 0.540 -3.950
N -4.474 0.367 -1.917
O -5.496 1.201 -2.465
H -6.149 -0.335 0.991
H -6.854 0.260 -0.497
H -6.013 -1.329 -0.427
H -5.307 1.794 1.007
H -3.810 2.316 0.153
H -5.402 2.483 -0.541
H -3.560 -0.050 1.354
H -3.492 -1.304 0.293
H -2.020 1.409 0.008
H -1.271 -0.178 0.244
H -1.987 -0.875 -1.991
H -1.120 0.522 -2.132
H -2.971 2.718 -1.256
H -3.931 2.895 -2.672
H -2.137 2.701 -2.779
H -2.518 1.196 -4.577
H -4.110 0.784 -4.314
H -2.835 -0.462 -4.259
H -6.102 0.598 -2.871
C 5.021 3.195 -3.021
O 5.889 2.100 -2.708
H 3.988 2.886 -3.219
H 4.992 4.020 -2.308
H 5.382 3.636 -3.950
H 6.741 2.222 -3.130
C -1.662 1.281 3.325
O -0.891 2.474 3.208
H -2.658 1.522 3.003
H -1.154 0.470 2.862
H -1.794 1.062 4.391
H -0.924 2.823 2.305
C 3.364 -0.085 3.075
O 1.944 0.005 3.016
H 3.840 -0.066 2.097
H 3.775 0.775 3.618
H 3.622 -0.971 3.624
H 1.666 0.818 2.542
C 4.704 -1.039 -1.553
O 4.323 -0.285 -2.709
H 5.776 -1.181 -1.608
H 4.430 -0.556 -0.617
H 4.308 -2.011 -1.755
H 5.013 0.399 -2.837
C 5.447 2.708 0.756
O 4.644 3.478 1.654
H 6.449 3.145 0.796
H 5.547 1.663 0.979
H 5.111 2.942 -0.240
H 3.753 3.296 1.362
C -0.109 5.215 1.280
O -0.314 3.921 0.700
H -0.506 5.225 2.288
H 0.973 5.381 1.329
H -0.634 5.976 0.710
H -1.069 3.912 0.123
C 1.078 0.030 -4.266
O 1.986 0.984 -3.761
H 0.136 0.523 -4.514
H 1.368 -0.408 -5.225
H 0.819 -0.726 -3.517
H 2.730 0.492 -3.372
C 1.914 1.722 -0.506
O 1.929 2.214 0.860
H 2.886 1.260 -0.717
H 1.174 0.938 -0.681
H 1.834 2.508 -1.248
H 1.136 2.789 0.871
```

Results
Orbital gap ... 8.7 eV
Energy relative to the best compared isomer or geometry (same formula, charge and spin) ... 0.0 kJ/mol
HOMO level ... -8.332 eV

Mulliken population analysis, charges in e, atoms 1 to 4: -1.81, 2.10, -2.17, -0.45

=====

Max |F| (eV/A)
4.58 2.12 2.18